A 6-piece molecular cluster, C23H62BrNO20P5 overall in a non-equilibrium geometry, computed with wB97M-V/def2-TZVPD.

Computed properties:
orbital gap = 0.88 eV
DFT total energy = -183765.4508 eV
charge = -1
HOMO level = -2.50 eV

Cartesian coordinates (Å):
1 C 4.046 -0.979 0.132
2 C 3.610 0.534 -0.318
3 C 2.721 0.471 -1.733
4 C 4.804 1.645 -0.338
5 C 6.253 1.146 -0.902
6 N 6.671 1.730 -2.233
7 C 5.841 1.221 -3.386
8 C 5.950 -0.390 -3.675
9 C 7.421 -1.052 -3.357
10 Br 5.499 -0.732 -5.610
11 H 3.115 -1.711 0.169
12 H 4.723 -1.034 1.096
13 H 4.730 -1.400 -0.752
14 H 2.821 0.903 0.499
15 H 1.801 -0.234 -1.569
16 H 3.340 0.082 -2.647
17 H 2.328 1.585 -1.908
18 H 4.936 2.120 0.748
19 H 4.449 2.544 -1.027
20 H 7.063 1.535 -0.114
21 H 6.410 -0.012 -0.958
22 H 4.749 1.630 -3.256
23 H 6.268 1.757 -4.363
24 H 5.164 -1.038 -3.053
25 H 8.113 -1.125 -4.322
26 H 7.212 -2.152 -2.945
27 H 8.037 -0.509 -2.523
28 C -2.995 -1.955 3.711
29 O -2.492 -0.884 2.933
30 P -1.418 -1.390 1.675
31 O -0.264 -1.458 2.683
32 O -1.470 0.110 0.997
33 C -1.438 1.260 1.823
34 O -0.344 -1.895 0.416
35 C -0.295 -3.298 0.251
36 H -3.760 -1.567 4.387
37 H -3.443 -2.710 3.059
38 H -2.192 -2.401 4.302
39 H -0.857 1.095 2.735
40 H -2.462 1.548 2.081
41 H -0.982 2.082 1.262
42 H -1.296 -3.679 0.028
43 H 0.089 -3.775 1.157
44 H 0.368 -3.532 -0.586
45 C -8.454 -3.794 9.126
46 O -7.951 -2.724 8.348
47 P -6.877 -3.230 7.090
48 O -5.723 -3.298 8.098
49 O -6.929 -1.730 6.412
50 C -6.898 -0.580 7.238
51 O -5.803 -3.735 5.831
52 C -5.754 -5.138 5.666
53 H -9.220 -3.407 9.802
54 H -8.903 -4.549 8.474
55 H -7.651 -4.241 9.717
56 H -6.316 -0.745 8.150
57 H -7.922 -0.292 7.496
58 H -6.441 0.242 6.677
59 H -6.756 -5.519 5.443
60 H -5.370 -5.615 6.572
61 H -5.092 -5.372 4.829
62 C -5.008 4.777 0.617
63 O -5.034 3.464 0.087
64 P -6.335 3.191 -1.021
65 O -7.289 2.947 0.155
66 O -5.664 1.764 -1.492
67 C -5.084 0.903 -0.528
68 O -7.635 2.919 -2.128
69 C -8.339 4.097 -2.467
70 H -4.090 4.904 1.194
71 H -5.021 5.506 -0.198
72 H -5.866 4.935 1.273
73 H -5.586 0.974 0.441
74 H -4.023 1.147 -0.417
75 H -5.163 -0.128 -0.886
76 H -7.651 4.823 -2.910
77 H -8.811 4.527 -1.579
78 H -9.111 3.848 -3.199
79 C 1.139 8.174 4.655
80 O 1.315 6.777 4.802
81 P 0.808 5.867 3.421
82 O -0.645 5.932 3.908
83 O 1.529 4.513 4.020
84 C 1.434 4.215 5.402
85 O 0.300 4.956 2.040
86 C -0.026 5.763 0.926
87 H 1.604 8.678 5.505
88 H 1.619 8.514 3.732
89 H 0.075 8.419 4.634
90 H 0.493 4.566 5.834
91 H 2.278 4.669 5.929
92 H 1.492 3.129 5.530
93 H 0.839 6.370 0.644
94 H -0.874 6.412 1.162
95 H -0.293 5.115 0.088
96 C 6.520 -7.324 -8.712
97 O 6.014 -6.087 -8.243
98 P 5.580 -4.993 -9.511
99 O 7.046 -4.564 -9.647
100 O 4.817 -4.010 -8.432
101 C 5.402 -3.763 -7.166
102 O 5.146 -3.898 -10.778
103 C 5.188 -4.484 -12.064
104 H 6.640 -7.999 -7.862
105 H 5.817 -7.767 -9.424
106 H 7.491 -7.177 -9.190
107 H 6.495 -3.780 -7.207
108 H 5.045 -4.510 -6.451
109 H 5.081 -2.775 -6.819
110 H 4.512 -5.344 -12.100
111 H 6.206 -4.803 -12.304
112 H 4.861 -3.745 -12.799

Forces on the atoms, in the same order (eV/Å):
C 0.7 -0.2 -1.4
C -1.4 -0.1 0.6
C 0.2 0.5 1.0
C -0.5 0.2 0.0
C 1.3 0.7 -0.3
N -1.4 -1.5 0.0
C 1.1 1.4 0.1
C 0.2 -0.4 1.9
C 0.2 -0.9 0.0
Br 0.1 0.4 1.0
H 1.9 1.7 0.3
H -1.6 0.2 -1.8
H -1.4 0.8 1.9
H 1.6 -0.7 -1.7
H 1.7 1.3 -0.3
H -1.2 0.9 1.8
H 0.8 -2.5 0.1
H -0.3 -1.2 -2.2
H 0.8 -1.8 1.4
H -1.6 -0.8 -1.7
H -0.8 1.7 0.6
H 1.4 -1.3 -0.5
H -0.9 -1.2 2.0
H 1.6 1.6 -1.5
H -1.7 0.2 2.1
H 0.6 2.2 -1.1
H -1.5 -0.6 -1.7
C -0.2 -0.2 0.5
O -1.9 -1.8 -2.6
P 7.0 6.5 3.5
O -1.0 -1.6 -0.1
O -0.3 -1.7 -0.8
C -0.4 0.6 0.4
O -3.5 -0.6 -0.8
C 0.1 -0.6 -0.1
H 0.1 0.0 -0.1
H -0.2 -0.1 0.3
H 0.0 0.0 0.0
H -0.1 -0.1 -0.1
H 0.2 0.0 0.1
H 0.0 -0.3 -0.1
H 0.2 -0.3 -0.1
H 0.0 0.0 0.0
H -0.1 0.2 0.1
C -0.1 -0.2 0.4
O -1.9 -1.7 -2.4
P 6.9 6.3 3.4
O -1.0 -1.5 -0.1
O -0.3 -1.6 -0.7
C -0.4 0.5 0.4
O -3.4 -0.6 -0.9
C 0.1 -0.6 -0.1
H 0.1 0.0 -0.1
H -0.1 -0.1 0.3
H 0.0 0.0 0.0
H -0.1 -0.1 -0.1
H 0.2 0.0 0.1
H 0.0 -0.3 -0.1
H 0.2 -0.3 -0.1
H 0.0 0.0 0.0
H -0.1 0.1 0.1
C 0.1 0.5 0.5
O 0.5 1.9 -3.2
P -2.7 -8.2 5.6
O 0.1 1.8 -0.5
O -0.7 1.5 -1.0
C 0.8 -0.2 0.5
O 2.7 1.9 -1.5
C -0.3 0.5 -0.2
H -0.1 -0.1 -0.1
H 0.1 0.2 0.3
H 0.0 0.0 -0.1
H 0.0 0.1 -0.1
H -0.2 -0.1 0.1
H -0.1 0.3 -0.2
H -0.3 0.1 -0.1
H 0.0 0.0 0.0
H 0.1 -0.1 0.1
C -0.1 0.3 0.2
O 2.2 0.8 -2.4
P -5.5 -5.3 5.4
O 0.3 1.4 -0.9
O 0.1 0.7 -1.4
C 0.3 0.1 0.6
O 2.9 1.4 -0.6
C -0.1 0.2 -0.4
H 0.0 -0.1 -0.1
H 0.0 0.3 0.2
H 0.0 0.0 -0.1
H 0.1 0.1 -0.2
H -0.2 0.0 0.1
H 0.0 0.1 -0.3
H -0.2 0.0 -0.3
H 0.0 0.0 0.0
H 0.1 0.0 0.2
C 0.3 -0.3 0.0
O -2.8 -1.4 -1.7
P 5.7 7.2 4.4
O -0.4 -1.5 -1.1
O -0.6 -0.9 -1.9
C 0.0 -0.1 0.9
O -2.4 -2.6 0.4
C 0.0 -0.2 -0.5
H -0.1 0.1 0.0
H 0.2 -0.3 0.1
H 0.0 0.0 -0.1
H -0.1 -0.1 -0.1
H 0.2 0.1 0.0
H -0.1 -0.5 -0.4
H 0.0 0.1 -0.4
H 0.0 0.0 0.0
H 0.0 0.0 0.2